Record 1
DFT (ωB97M-V/def2-TZVPD) results for an isolated ion of composition C2N3O3S and charge -1 in a non-equilibrium geometry.

Geometry as XYZ:
```
9
Properties=species:S:1:pos:R:3:lowdin_charge:R:1
N 1.066 -1.660 1.652 0.156
C 0.276 -1.498 0.830 -0.363
O -0.363 -1.451 -0.304 -0.030
C -0.388 -0.278 -1.096 -0.871
S -0.685 -0.609 -2.702 0.552
N -0.014 0.913 -0.747 0.051
N 0.036 1.378 0.431 -0.486
O -0.715 0.875 1.296 -0.020
O 0.787 2.329 0.641 0.011
```

As for the lowest unoccupied orbital energy: 3.448 eV. Its net charge is -1. The calculation puts the HOMO energy at -0.1822 Ha. The energy above the lowest of the compared OMol25 structures with the same formula, charge and spin is 2.887 eV.

=====

Record 2
DFT (ωB97M-V/def2-TZVPD) results for a 2-piece molecular cluster, C4H12 overall in a non-equilibrium geometry.

Geometry as XYZ:
```
16
Properties=species:S:1:pos:R:3:lowdin_charge:R:1
C 1.330 1.561 -0.038 -0.166
C 1.375 0.825 -1.355 -0.172
H 0.921 0.927 0.737 0.020
H 2.315 1.968 0.173 0.067
H 0.534 2.325 -0.061 0.075
H 0.922 -0.169 -1.260 0.051
H 2.405 0.582 -1.613 0.058
H 1.021 1.347 -2.248 0.067
C -1.738 -1.468 0.111 -0.172
C -1.000 -0.898 1.316 -0.160
H -1.053 -1.914 -0.600 0.053
H -2.555 -2.199 0.146 0.061
H -2.240 -0.616 -0.366 0.063
H -1.376 -0.030 1.852 0.069
H -0.039 -0.516 0.958 0.019
H -0.765 -1.731 1.980 0.066
```

As for the lowest unoccupied orbital energy: 1.177 eV. Its net charge is 0. The calculation puts the HOMO energy at -0.4165 Ha. The energy above the lowest of the compared OMol25 structures with the same formula, charge and spin is 0.663 eV.

=====

Record 3
DFT (ωB97M-V/def2-TZVPD) results for C5H14BN2O6S2 as an isolated structure in a non-equilibrium geometry.

Geometry as XYZ:
```
30
Properties=species:S:1:pos:R:3:lowdin_charge:R:1
C 2.872 -2.266 0.759 -0.110
C 3.011 -1.146 -0.249 -0.231
C 2.918 0.211 0.431 -0.245
O 2.356 1.123 -0.522 -0.264
S 1.614 2.415 0.085 0.451
O 2.236 3.538 -0.518 -0.307
O 1.721 2.387 1.507 -0.304
N 0.104 2.324 -0.449 -0.309
S -0.436 0.834 -0.687 0.556
O -0.181 -0.040 0.451 -0.347
O -0.109 0.259 -1.975 -0.336
B -2.304 1.042 -0.741 -0.639
O -2.780 2.280 -1.021 0.143
N -3.215 -0.036 -0.462 -0.101
C -2.653 -1.378 -0.685 -0.094
C -3.638 0.148 0.944 -0.064
H 2.798 -3.225 0.262 0.063
H 3.709 -2.286 1.448 0.067
H 1.956 -2.131 1.312 0.068
H 2.155 -1.197 -0.905 0.099
H 3.903 -1.231 -0.856 0.104
H 3.915 0.539 0.699 0.122
H 2.291 0.100 1.296 0.095
H -3.446 2.237 -1.724 0.116
H -2.054 -1.699 0.155 0.073
H -2.056 -1.373 -1.581 0.073
H -3.447 -2.096 -0.854 0.076
H -4.661 -0.176 1.084 0.077
H -2.965 -0.360 1.623 0.086
H -3.615 1.204 1.173 0.083
```

As for the lowest unoccupied orbital energy: 2.917 eV. Its net charge is -1. The calculation puts the HOMO energy at -0.1893 Ha.